C48H80O24 | ωB97M-V with the def2-TZVPD basis set

Cartesian coordinates (Å):
O1 10.571 10.461 15.638
C1 10.572 11.172 14.719
C2 9.829 10.953 13.346
C3 10.668 11.973 12.506
C4 11.205 12.992 13.473
O2 11.284 12.259 14.714
H1 9.812 9.958 12.969
H2 8.698 11.310 13.469
H3 11.427 11.515 11.937
H4 10.103 12.452 11.691
H5 12.172 13.344 13.224
H6 10.538 13.812 13.581
O3 17.339 16.055 13.445
C5 17.937 16.941 14.027
C6 18.970 17.945 13.466
C7 19.044 18.977 14.671
C8 18.764 18.070 15.824
O4 17.847 16.994 15.359
H7 19.922 17.380 13.422
H8 18.746 18.362 12.507
H9 19.971 19.515 14.709
H10 18.214 19.720 14.523
H11 19.654 17.627 16.217
H12 18.161 18.523 16.658
O5 16.562 10.258 15.313
C9 17.122 11.286 15.147
C10 17.203 12.538 16.033
C11 18.064 13.521 15.272
C12 18.286 12.869 13.929
O6 17.796 11.493 13.927
H13 16.148 12.816 16.056
H14 17.550 12.188 17.016
H15 17.636 14.529 15.203
H16 19.023 13.642 15.782
H17 17.806 13.475 13.129
H18 19.328 12.739 13.658
O7 13.668 19.334 18.238
C13 12.499 19.387 18.521
C14 11.381 19.175 17.549
C15 10.162 19.189 18.422
C16 10.721 18.986 19.856
O8 12.060 19.623 19.792
H19 11.382 20.062 16.973
H20 11.543 18.252 16.981
H21 9.691 20.185 18.371
H22 9.393 18.479 18.133
H23 10.217 19.543 20.619
H24 10.920 17.959 20.180
O9 13.941 19.409 12.185
C17 14.332 19.634 13.314
C18 15.426 19.086 14.210
C19 15.709 20.110 15.215
C20 14.289 20.604 15.403
O10 13.718 20.623 14.055
H25 14.908 18.235 14.686
H26 16.255 18.773 13.586
H27 16.074 19.754 16.159
H28 16.368 20.837 14.730
H29 13.699 19.961 15.989
H30 14.213 21.619 15.753
O11 14.288 12.542 14.414
C21 14.218 11.400 14.239
C22 14.523 10.582 13.039
C23 13.762 9.234 13.241
C24 13.663 9.220 14.755
O12 13.819 10.521 15.182
H31 14.232 11.214 12.188
H32 15.635 10.646 12.986
H33 12.792 9.234 12.746
H34 14.282 8.310 12.884
H35 12.755 8.846 15.258
H36 14.458 8.614 15.173
O13 9.628 17.929 14.993
C25 10.125 17.666 13.946
C26 10.994 18.493 13.071
C27 11.189 17.652 11.805
C28 10.960 16.227 12.426
O14 10.043 16.358 13.486
H37 10.511 19.432 12.898
H38 11.969 18.621 13.552
H39 10.365 17.760 11.128
H40 12.136 17.638 11.404
H41 10.527 15.550 11.645
H42 11.922 15.827 12.872
O15 9.063 15.803 19.923
C29 9.388 15.325 18.890
C30 8.900 15.643 17.444
C31 10.070 15.130 16.626
C32 10.607 13.955 17.469
O16 10.193 14.247 18.817
H43 7.954 15.064 17.269
H44 8.662 16.703 17.147
H45 9.835 14.811 15.596
H46 10.807 15.907 16.397
H47 10.116 13.037 17.127
H48 11.655 13.792 17.423
O17 16.748 17.547 18.942
C33 16.603 18.711 19.259
C34 16.001 19.258 20.544
C35 16.339 20.714 20.579
C36 16.704 20.993 19.114
O18 16.997 19.756 18.487
H49 14.907 19.070 20.470
H50 16.306 18.572 21.337
H51 15.437 21.251 20.802
H52 17.104 20.964 21.311
H53 15.860 21.469 18.582
H54 17.574 21.609 18.965
O19 13.028 16.369 15.431
C37 13.437 16.034 16.505
C38 14.461 14.930 16.876
C39 14.217 14.716 18.392
C40 13.574 16.028 18.759
O20 12.982 16.641 17.604
H55 14.261 14.043 16.271
H56 15.456 15.334 16.585
H57 13.627 13.832 18.537
H58 15.170 14.631 18.864
H59 12.705 15.767 19.417
H60 14.224 16.760 19.251
C41 14.353 14.926 12.005
O21 13.504 14.979 10.897
C42 13.759 16.133 10.127
C43 12.732 16.201 9.031
O22 13.235 16.910 7.965
C44 14.172 16.372 7.060
H61 15.456 14.817 11.739
H62 14.193 13.970 12.558
H63 14.203 15.728 12.695
H64 14.756 16.129 9.706
H65 13.804 17.021 10.804
H66 11.769 16.766 9.337
H67 12.383 15.176 8.771
H68 13.807 15.478 6.543
H69 15.213 16.208 7.571
H70 14.344 17.181 6.298
C45 10.339 10.207 19.616
O23 11.709 9.876 19.348
C46 12.449 11.069 19.275
C47 13.886 10.799 19.026
O24 14.591 10.242 20.095
C48 15.848 9.700 19.708
H71 9.750 9.312 19.653
H72 9.893 10.943 18.844
H73 10.242 10.792 20.577
H74 12.361 11.625 20.227
H75 12.091 11.711 18.484
H76 14.347 11.779 18.614
H77 13.960 10.050 18.205
H78 16.361 10.379 18.910
H79 15.653 8.735 19.273
H80 16.491 9.554 20.598

## Properties
**E_tot**: -100211.6804 eV
**SMILES**: O=C1CCCO1.O=C1CCCO1.O=C1CCCO1.O=C1CCCO1.O=C1CCCO1.O=C1CCCO1.O=C1CCCO1.O=C1CCCO1.O=C1CCCO1.O=C1CCCO1.COCCOC.COCCOC
**Charge**: 0

***

C48H81F2GeNO4PZr | ωB97M-V with the def2-TZVPD basis set

Cartesian coordinates (Å):
Zr1 -0.382 1.237 0.160
C1 -3.129 3.282 1.819
C2 -1.703 3.466 2.306
C3 -1.415 2.672 3.567
C4 -1.422 4.941 2.520
O1 -0.725 2.954 1.270
Ge1 -0.470 4.082 -0.359
O2 -1.346 2.447 -1.233
C5 -2.479 2.572 -2.190
C6 -3.034 3.987 -2.122
C7 -1.937 2.293 -3.578
C8 -3.521 1.555 -1.779
O3 0.996 2.921 -0.596
C9 1.965 3.221 -1.687
C10 1.810 2.197 -2.806
C11 3.360 3.178 -1.088
C12 1.685 4.614 -2.231
H1 -3.799 3.764 2.530
H2 -3.283 3.773 0.858
H3 -3.405 2.240 1.732
H4 -2.002 3.076 4.391
H5 -1.698 1.628 3.448
H6 -0.362 2.732 3.837
H7 -2.047 5.286 3.343
H8 -0.386 5.130 2.791
H9 -1.682 5.551 1.653
H10 -2.307 4.728 -2.459
H11 -3.893 4.063 -2.788
H12 -3.377 4.247 -1.121
H13 -1.180 3.022 -3.867
H14 -1.507 1.295 -3.638
H15 -2.749 2.356 -4.302
H16 -3.924 1.764 -0.788
H17 -4.342 1.559 -2.497
H18 -3.085 0.557 -1.774
H19 2.296 1.254 -2.573
H20 0.758 2.011 -3.017
H21 2.264 2.578 -3.720
H22 3.543 2.227 -0.594
H23 4.099 3.287 -1.882
H24 3.514 3.978 -0.367
H25 0.718 4.678 -2.737
H26 1.739 5.381 -1.456
H27 2.443 4.857 -2.974
C13 2.227 4.286 2.151
C14 3.122 3.580 3.148
C15 4.472 3.213 2.532
C16 2.457 2.427 3.886
C17 2.509 2.528 5.277
C18 2.023 1.541 6.110
C19 1.469 0.408 5.553
C20 1.370 0.245 4.173
C21 0.756 -1.067 3.714
C22 1.778 -2.178 3.468
C23 -0.212 -0.916 2.548
C24 1.847 1.275 3.346
N1 1.755 1.050 1.903
C25 2.795 0.363 1.414
C26 3.979 -0.035 2.110
C27 4.955 -0.764 1.471
C28 4.814 -1.147 0.137
C29 3.669 -0.801 -0.589
C30 2.730 -0.066 0.070
F1 1.560 0.272 -0.587
H28 2.749 5.151 1.735
H29 1.321 4.644 2.636
H30 1.947 3.629 1.336
H31 3.337 4.306 3.936
H32 4.365 2.571 1.661
H33 5.120 2.712 3.250
H34 4.983 4.117 2.203
H35 2.956 3.411 5.708
H36 2.080 1.654 7.182
H37 1.095 -0.380 6.192
H38 0.151 -1.388 4.567
H39 2.333 -2.025 2.541
H40 1.269 -3.139 3.385
H41 2.495 -2.251 4.285
H42 0.295 -1.016 1.582
H43 -0.729 0.039 2.633
H44 -0.994 -1.678 2.548
H45 4.087 0.249 3.145
H46 5.844 -1.050 2.012
H47 5.590 -1.724 -0.344
H48 3.522 -1.099 -1.617
F2 -2.027 0.599 0.882
O4 -0.593 -0.708 -0.820
P1 -1.227 -1.964 -1.456
C31 -0.124 -3.388 -1.187
C32 0.865 -3.266 -0.025
C33 1.996 -4.285 -0.217
C34 1.494 -5.596 -0.840
C35 0.032 -5.827 -0.491
C36 -0.859 -4.747 -1.123
C37 -1.394 -1.662 -3.247
C38 -1.698 -2.894 -4.134
C39 -0.478 -3.663 -4.644
C40 0.590 -2.752 -5.231
C41 0.989 -1.666 -4.242
C42 -0.226 -0.844 -3.830
C43 -2.867 -2.184 -0.718
C44 -2.778 -2.695 0.747
C45 -3.849 -3.737 1.057
C46 -5.238 -3.255 0.656
C47 -5.285 -2.771 -0.807
C48 -3.945 -2.922 -1.524
H49 0.491 -3.381 -2.091
H50 0.350 -3.441 0.922
H51 1.281 -2.258 0.026
H52 2.464 -4.481 0.749
H53 2.772 -3.848 -0.851
H54 2.108 -6.431 -0.505
H55 1.603 -5.563 -1.928
H56 -0.089 -5.821 0.595
H57 -0.301 -6.808 -0.828
H58 -1.781 -4.659 -0.549
H59 -1.149 -5.051 -2.129
H60 -2.283 -1.016 -3.277
H61 -2.239 -2.511 -5.004
H62 -2.390 -3.576 -3.639
H63 -0.820 -4.372 -5.400
H64 -0.037 -4.275 -3.853
H65 0.205 -2.274 -6.137
H66 1.458 -3.337 -5.537
H67 1.728 -1.000 -4.691
H68 1.472 -2.111 -3.365
H69 -0.607 -0.345 -4.726
H70 0.065 -0.056 -3.132
H71 -3.200 -1.142 -0.667
H72 -2.894 -1.840 1.414
H73 -1.791 -3.112 0.960
H74 -3.823 -3.967 2.123
H75 -3.622 -4.678 0.547
H76 -5.542 -2.447 1.324
H77 -5.957 -4.060 0.811
H78 -5.567 -1.716 -0.841
H79 -6.055 -3.306 -1.364
H80 -4.027 -2.502 -2.527
H81 -3.689 -3.976 -1.646

## Properties
**Energy relative to the best compared isomer or geometry (same formula, charge and spin)**: 0.0 kJ/mol
**2S+1**: 2
**Charge**: +2

***

C48H82Cl2NO19PS8 | ωB97M-V with the def2-TZVPD basis set

Cartesian coordinates (Å):
C1 -2.870 6.563 0.638
C2 -4.403 6.659 0.234
N1 -5.174 5.405 0.441
C3 -4.681 4.627 1.540
C4 -5.048 5.073 2.874
C5 -4.615 4.421 4.121
C6 -5.093 5.100 5.433
Cl1 -5.799 3.945 6.663
C7 -4.032 6.100 6.071
C8 -4.076 7.446 5.210
Cl2 -2.323 5.507 5.984
C9 -3.762 3.237 3.990
P1 -3.152 2.323 5.538
C10 -3.672 0.508 5.379
O1 -1.447 2.431 5.629
C11 -3.366 2.745 2.648
C12 -3.819 3.458 1.426
C13 -3.368 2.955 0.025
O2 -3.332 3.655 -0.970
C14 -2.907 1.489 -0.110
C15 -2.512 0.851 1.014
C16 -2.463 1.519 2.419
O3 -1.689 1.041 3.215
H1 -2.380 5.637 0.231
H2 -2.711 6.543 1.745
H3 -2.347 7.426 0.147
H4 -4.839 7.427 0.940
H5 -4.533 7.093 -0.791
H6 -5.253 4.844 -0.404
H7 -5.705 5.973 2.962
H8 -5.957 5.758 5.145
H9 -4.302 6.333 7.135
H10 -3.332 7.279 4.380
H11 -5.062 7.608 4.710
H12 -3.777 8.343 5.799
H13 -3.966 0.174 6.414
H14 -4.610 0.460 4.768
H15 -2.857 -0.163 5.019
H16 -1.108 2.901 4.844
H17 -2.921 1.038 -1.128
H18 -2.161 -0.207 0.919
O4 3.502 3.670 -0.792
S1 2.768 2.600 -1.421
O5 2.659 2.486 -2.855
C17 3.350 1.047 -0.759
C18 2.476 0.809 0.467
C19 1.053 1.183 0.044
C20 1.131 2.524 -0.694
H19 4.411 1.119 -0.525
H20 3.184 0.280 -1.516
H21 2.538 -0.225 0.808
H22 2.799 1.455 1.288
H23 0.660 0.416 -0.629
H24 0.380 1.244 0.900
H25 0.383 2.595 -1.482
H26 1.028 3.365 -0.008
O6 -1.509 -2.247 0.645
S2 -2.270 -3.334 0.069
O7 -2.437 -3.485 -1.358
C21 -1.669 -4.869 0.749
C22 -2.492 -5.064 2.017
C23 -3.928 -4.691 1.644
C24 -3.874 -3.376 0.866
H27 -0.598 -4.798 0.940
H28 -1.869 -5.658 0.022
H29 -2.422 -6.088 2.386
H30 -2.129 -4.395 2.803
H31 -4.356 -5.475 1.013
H32 -4.563 -4.597 2.526
H33 -4.655 -3.321 0.109
H34 -3.941 -2.515 1.532
O8 5.145 1.988 -8.796
S3 3.755 2.382 -8.718
O9 2.821 2.114 -9.785
C25 3.077 1.762 -7.186
C26 3.356 2.869 -6.174
C27 3.029 4.181 -6.893
C28 3.675 4.118 -8.281
H35 3.547 0.814 -6.929
H36 2.004 1.623 -7.330
H37 2.762 2.743 -5.269
H38 4.411 2.858 -5.888
H39 1.945 4.279 -6.996
H40 3.384 5.046 -6.333
H41 3.084 4.649 -9.026
H42 4.693 4.509 -8.267
O10 7.160 0.259 -3.948
S4 7.136 1.591 -4.508
O11 6.167 2.578 -4.095
C29 8.773 2.293 -4.371
C30 9.478 1.861 -5.653
C31 8.453 2.056 -6.774
C32 7.127 1.461 -6.294
H43 9.258 1.926 -3.468
H44 8.666 3.378 -4.326
H45 10.383 2.440 -5.826
H46 9.758 0.809 -5.588
H47 8.327 3.125 -6.970
H48 8.779 1.590 -7.702
H49 6.275 2.008 -6.691
H50 7.045 0.406 -6.556
O12 -2.245 -7.468 -0.871
S5 -0.972 -8.154 -0.848
O13 -0.272 -8.432 0.382
C33 -1.130 -9.668 -1.781
C34 -0.792 -9.265 -3.212
C35 0.424 -8.339 -3.108
C36 0.139 -7.332 -1.989
H51 -2.138 -10.066 -1.674
H52 -0.401 -10.378 -1.389
H53 -0.585 -10.136 -3.835
H54 -1.631 -8.723 -3.657
H55 1.310 -8.929 -2.855
H56 0.627 -7.831 -4.051
H57 1.048 -7.046 -1.462
H58 -0.365 -6.443 -2.369
O14 -5.717 -2.436 5.460
S6 -6.487 -3.519 4.900
O15 -6.663 -3.681 3.474
C37 -5.887 -5.055 5.586
C38 -6.706 -5.245 6.858
C39 -8.144 -4.871 6.486
C40 -8.089 -3.557 5.702
H59 -4.816 -4.985 5.771
H60 -6.093 -5.846 4.863
H61 -6.636 -6.267 7.230
H62 -6.342 -4.574 7.641
H63 -8.573 -5.657 5.858
H64 -8.777 -4.776 7.369
H65 -8.871 -3.505 4.946
H66 -8.154 -2.693 6.364
O16 11.123 0.666 -7.398
S7 11.425 0.949 -8.781
O17 11.591 2.296 -9.267
C41 12.847 -0.021 -9.261
C42 12.257 -1.338 -9.751
C43 11.039 -0.960 -10.598
C44 10.241 0.086 -9.814
H67 13.519 -0.138 -8.413
H68 13.352 0.509 -10.070
H69 12.985 -1.915 -10.322
H70 11.940 -1.945 -8.898
H71 11.374 -0.532 -11.547
H72 10.423 -1.830 -10.832
H73 9.753 0.800 -10.475
H74 9.502 -0.381 -9.162
O18 -5.451 -2.624 11.214
S8 -5.627 -1.734 10.091
O19 -6.546 -2.029 9.017
C45 -5.967 -0.094 10.714
C46 -4.589 0.537 10.887
C47 -3.792 0.145 9.640
C48 -4.015 -1.353 9.405
H75 -6.530 -0.160 11.643
H76 -6.549 0.435 9.958
H77 -4.657 1.620 11.000
H78 -4.102 0.134 11.779
H79 -4.160 0.711 8.780
H80 -2.731 0.371 9.752
H81 -4.008 -1.601 8.344
H82 -3.275 -1.955 9.932

## Properties
**Energy relative to the best compared isomer or geometry (same formula, charge and spin)**: 159.9 kJ/mol
**SMILES**: CCNc1cc([C@@H](Cl)[C@H](C)Cl)c(P(C)O)c2c1C(=O)C=CC2=O.O=S1(=O)CCCC1.O=S1(=O)CCCC1.O=S1(=O)CCCC1.O=S1(=O)CCCC1.O=S1(=O)CCCC1.O=S1(=O)CCCC1.O=S1(=O)CCCC1.O=S1(=O)CCCC1
**Charge**: 0